# 1
Computed, not measured: C47H36Cl3N3OP2STl as an isolated structure, with ωB97M-V/def2-TZVPD.

* frontier orbital gap: 6.15 eV
* LUMO level: -9.76 eV

Structure (ORCA input):
```
! wB97M-V def2-TZVPD RIJCOSX def2/J DEFGRID3
* xyz 3 1
Tl 0.188 -0.163 0.740
O 2.524 0.853 -0.607
S 1.805 0.589 -1.889
C 1.535 2.065 -2.841
C 2.348 2.696 -3.770
C 1.824 3.756 -4.498
C 0.505 4.154 -4.326
C -0.285 3.569 -3.342
C 0.249 2.545 -2.573
P -0.480 2.021 -0.992
C 0.081 3.325 0.145
C -0.087 4.657 -0.248
C 0.348 5.687 0.569
C 0.957 5.407 1.785
C 1.118 4.090 2.189
C 0.685 3.059 1.369
C -2.257 2.151 -1.136
C -3.008 2.731 -0.111
C -4.384 2.835 -0.251
C -5.009 2.338 -1.388
C -4.263 1.737 -2.397
C -2.888 1.636 -2.273
C 2.686 -0.583 -2.893
C 3.562 -0.372 -3.948
C 4.030 -1.473 -4.652
C 3.623 -2.757 -4.315
C 2.768 -2.966 -3.242
C 2.299 -1.869 -2.530
P 1.285 -2.088 -1.036
C 2.390 -2.860 0.170
C 2.867 -2.142 1.264
C 3.753 -2.727 2.157
C 4.185 -4.029 1.950
C 3.735 -4.743 0.848
C 2.839 -4.167 -0.040
C -0.048 -3.200 -1.465
C -0.341 -4.346 -0.726
C -1.419 -5.138 -1.093
C -2.219 -4.774 -2.169
C -1.938 -3.623 -2.897
C -0.856 -2.834 -2.548
H 3.375 2.408 -3.926
H 2.453 4.261 -5.220
H 0.094 4.942 -4.944
H -1.302 3.905 -3.183
H -0.569 4.899 -1.186
H 0.208 6.713 0.255
H 1.310 6.213 2.415
H 1.588 3.865 3.138
H 0.851 2.044 1.708
H -2.516 3.126 0.771
H -4.969 3.315 0.523
H -6.083 2.420 -1.492
H -4.757 1.354 -3.281
H -2.302 1.176 -3.062
H 3.902 0.609 -4.228
H 4.702 -1.319 -5.486
H 3.970 -3.604 -4.892
H 2.451 -3.969 -2.990
H 2.597 -1.100 1.394
H 4.124 -2.165 3.005
H 4.881 -4.485 2.642
H 4.082 -5.753 0.674
H 2.482 -4.749 -0.881
H 0.276 -4.633 0.114
H -1.631 -6.046 -0.542
H -3.066 -5.391 -2.443
H -2.563 -3.347 -3.736
H -0.627 -1.941 -3.121
N 0.891 -0.121 3.135
C -0.046 0.623 3.937
C 0.310 1.232 5.106
C -0.654 1.897 5.895
C -1.963 1.919 5.509
C -2.347 1.340 4.276
C -3.679 1.345 3.800
C -3.972 0.810 2.576
C -2.924 0.294 1.799
N -1.678 0.241 2.231
C -1.372 0.724 3.467
H 1.845 0.104 3.402
H 0.763 -1.123 3.266
H 1.335 1.175 5.455
H -0.348 2.359 6.823
H -2.718 2.379 6.135
H -4.457 1.778 4.417
H -4.982 0.795 2.192
H -3.118 -0.092 0.804
Cl -1.583 -4.130 4.706
C -1.583 -4.566 3.003
Cl -0.501 -5.927 2.702
Cl -3.204 -4.910 2.436
C -1.057 -3.412 2.248
N -0.630 -2.526 1.662
*
```

Here are the Mulliken charges for atoms 1 to 8, given in e: 1.75, -0.57, 1.24, -0.24, -0.94, -0.88, -0.89, -0.78

---

# 2
Computed, not measured: C47H36Cl4NO2P2PbSi as an isolated structure at a distorted geometry, with ωB97M-V/def2-TZVPD.

* frontier orbital gap: 7.91 eV
* energy relative to the best compared isomer or geometry (same formula, charge and spin): 231.10 kcal/mol
* LUMO level: -2.88 eV

Structure (ORCA input):
```
! wB97M-V def2-TZVPD RIJCOSX def2/J DEFGRID3
* xyz 1 1
Pb 0.959 1.111 -0.195
C -0.387 2.090 4.071
C 0.016 3.402 4.246
C 0.653 4.065 3.209
C 0.891 3.428 1.991
C 0.504 2.090 1.805
C -0.129 1.450 2.863
C 1.504 4.177 0.857
C 1.826 5.555 0.950
C 2.332 6.203 -0.133
C 2.533 5.511 -1.347
C 3.028 6.136 -2.514
C 3.187 5.417 -3.663
C 2.859 4.045 -3.686
C 2.383 3.417 -2.571
C 2.207 4.140 -1.371
N 1.711 3.510 -0.262
H -0.897 1.562 4.867
H -0.163 3.911 5.184
H 0.961 5.088 3.371
H -0.447 0.419 2.777
H 1.671 6.092 1.871
H 2.580 7.256 -0.077
H 3.272 7.190 -2.479
H 3.559 5.895 -4.559
H 2.976 3.485 -4.605
H 2.117 2.369 -2.607
Cl 2.408 -1.273 2.027
C 3.492 -2.199 1.029
C 4.852 -1.989 1.193
C 5.750 -2.738 0.453
C 5.289 -3.696 -0.438
C 3.929 -3.893 -0.596
C 3.000 -3.140 0.129
P 1.236 -3.576 -0.067
C 1.014 -4.949 1.089
C 0.789 -4.597 2.421
C 0.692 -5.580 3.393
C 0.827 -6.916 3.045
C 1.073 -7.268 1.726
C 1.176 -6.290 0.749
C 1.117 -4.060 -1.808
C 1.632 -3.149 -2.733
C 1.532 -3.397 -4.089
C 0.907 -4.553 -4.539
C 0.379 -5.452 -3.627
C 0.479 -5.208 -2.264
H 5.192 -1.247 1.902
H 6.812 -2.576 0.580
H 5.987 -4.290 -1.011
H 3.579 -4.640 -1.297
H 0.662 -3.560 2.697
H 0.508 -5.299 4.421
H 0.748 -7.683 3.803
H 1.194 -8.308 1.455
H 1.409 -6.584 -0.264
H 2.127 -2.246 -2.392
H 1.938 -2.686 -4.796
H 0.824 -4.746 -5.600
H -0.122 -6.347 -3.972
H 0.016 -5.897 -1.573
O -0.700 2.459 -3.018
C -1.467 2.112 -2.169
O -1.201 2.096 -0.844
C -2.861 1.539 -2.270
P -3.038 1.524 -0.468
C -4.460 0.400 -0.083
C -5.614 -0.452 -0.210
C -5.849 -1.503 0.601
C -5.071 -2.198 1.630
C -3.916 -2.290 2.284
C -3.397 0.313 0.712
C -3.539 3.159 0.086
C -4.834 3.597 -0.177
C -5.248 4.841 0.272
C -4.375 5.642 0.996
C -3.086 5.204 1.263
C -2.659 3.970 0.798
H -2.864 0.592 -2.803
H -3.617 2.212 -2.677
H -6.360 -0.206 -0.953
H -6.819 -1.971 0.458
H -5.660 -3.005 2.081
H -0.851 -2.317 1.639
H -0.133 -0.815 0.559
H -5.525 2.965 -0.722
H -6.252 5.182 0.061
H -4.702 6.610 1.351
H -2.405 5.826 1.829
H -1.646 3.640 0.994
Cl -2.527 -0.944 1.507
Si -0.661 -2.151 0.215
Cl -1.965 -3.733 -0.240
Cl -0.856 -1.281 -1.747
*
```

Here are the Mulliken charges for atoms 1 to 8, given in e: 1.34, -1.00, -0.99, -0.61, 0.49, -0.47, 0.16, 1.45

---

# 3
Computed, not measured: C47H36ClGeN7OSbSe4W as an isolated structure at a distorted geometry, with ωB97M-V/def2-TZVPD.

* frontier orbital gap (spin up / spin down): 2.94 / 2.96 eV
* energy relative to the best compared isomer or geometry (same formula, charge and spin): 83.85 kcal/mol
* LUMO level (spin up / spin down): -2.40 / -2.37 eV
* expectation value of S²: 0.762

Structure (ORCA input):
```
! wB97M-V def2-TZVPD RIJCOSX def2/J DEFGRID3
* xyz 0 2
W -0.275 -1.065 0.188
Cl -1.990 -5.183 5.862
C -1.832 -4.244 4.416
C -2.688 -3.165 4.216
C -2.612 -2.439 3.040
C -1.660 -2.771 2.086
O -1.554 -2.119 0.937
C -0.756 -3.850 2.303
C 0.189 -4.150 1.301
N 0.387 -3.384 0.205
C 1.245 -3.884 -0.772
C 1.895 -5.119 -0.763
C 2.949 -5.381 -1.626
C 3.432 -4.391 -2.450
C 2.725 -3.187 -2.580
C 3.217 -2.088 -3.312
C 2.366 -1.032 -3.545
C 1.082 -1.060 -3.018
N 0.658 -1.945 -2.079
C 1.511 -3.002 -1.860
C -0.882 -4.598 3.486
H -3.416 -2.900 4.964
H -3.289 -1.613 2.847
H 0.781 -5.048 1.435
H 1.608 -5.878 -0.054
H 3.423 -6.350 -1.593
H 4.345 -4.511 -3.008
H 4.252 -2.077 -3.628
H 2.695 -0.164 -4.094
H 0.380 -0.292 -3.305
H -0.226 -5.439 3.650
N -3.837 -1.324 -2.402
C -2.572 -1.597 -2.014
N -1.947 -1.000 -1.026
C -2.670 -0.072 -0.246
N -2.342 0.405 0.921
N -1.133 0.142 1.490
C -0.865 0.512 2.755
C 0.314 -0.103 3.276
C 1.195 0.484 4.207
C 2.439 -0.071 4.401
C 2.751 -1.289 3.779
C 1.791 -1.875 2.985
N 0.620 -1.292 2.655
C -3.945 0.406 -0.753
C -4.576 1.517 -0.204
C -5.769 1.961 -0.743
C -6.347 1.297 -1.815
C -5.725 0.197 -2.383
C -4.523 -0.243 -1.855
H -4.234 -1.796 -3.200
H -2.017 -2.343 -2.576
H -1.497 1.195 3.306
H 0.903 1.416 4.667
H 3.197 0.437 4.978
H 3.737 -1.728 3.874
H 1.981 -2.824 2.481
H -4.110 2.021 0.629
H -6.249 2.828 -0.319
H -7.277 1.652 -2.230
H -6.160 -0.317 -3.230
C -1.405 1.200 -2.789
Ge -0.321 1.227 -1.069
C -1.269 2.858 -0.357
C -1.340 3.206 0.981
C -2.193 4.196 1.434
C -2.995 4.882 0.542
C -2.879 4.607 -0.809
C -2.017 3.619 -1.242
C 1.373 2.253 -1.642
C 1.706 2.408 -2.965
C 2.828 3.138 -3.371
C 3.635 3.736 -2.445
C 3.361 3.597 -1.071
C 4.194 4.183 -0.094
C 3.967 3.989 1.239
C 2.889 3.193 1.652
C 2.046 2.643 0.726
C 2.232 2.831 -0.662
H -1.055 1.941 -3.501
H -2.425 1.460 -2.517
H -1.469 0.240 -3.309
H -0.726 2.689 1.709
H -2.238 4.406 2.492
H -3.681 5.641 0.892
H -3.470 5.150 -1.536
H -1.931 3.444 -2.298
H 1.076 1.964 -3.723
H 3.041 3.221 -4.424
H 4.495 4.307 -2.753
H 5.031 4.777 -0.426
H 4.617 4.407 1.990
H 2.757 3.005 2.706
H 1.221 1.996 1.067
Se 5.275 0.391 -1.772
Sb 4.175 -0.436 0.223
Se 1.830 -0.704 0.177
Se 5.218 0.656 2.122
Se 5.355 -2.587 0.167
*
```

Here are the Mulliken charges for atoms 1 to 8, given in e: 0.48, -0.22, 0.16, -0.96, -0.08, 0.16, -0.44, -0.16

---

# 4
Computed, not measured: C47H37Cl3GaN6O5S as an isolated structure, with ωB97M-V/def2-TZVPD.

* frontier orbital gap: 5.70 eV
* energy relative to the best compared isomer or geometry (same formula, charge and spin): 39.77 kcal/mol
* LUMO level: -4.21 eV

Structure (ORCA input):
```
! wB97M-V def2-TZVPD RIJCOSX def2/J DEFGRID3
* xyz 1 1
Ga 0.242 0.076 0.338
O -3.821 5.105 -1.594
C -4.086 3.927 -1.857
O -5.022 3.349 -2.415
C -2.984 2.937 -1.348
C -3.172 1.561 -1.462
C -2.236 0.709 -0.919
N -1.132 1.214 -0.356
C -0.991 2.529 -0.110
C -1.902 3.427 -0.611
C -0.035 2.768 1.011
C 0.441 4.010 1.380
C 1.210 4.111 2.531
C 1.451 2.979 3.297
C 0.986 1.761 2.840
N 0.290 1.644 1.706
C -2.347 -0.764 -0.720
C -3.298 -1.569 -1.320
C -3.322 -2.914 -0.984
C -2.400 -3.415 -0.079
C -1.459 -2.559 0.462
N -1.452 -1.258 0.160
H -4.091 1.220 -1.922
H -1.863 4.490 -0.410
H 0.193 4.878 0.786
H 1.603 5.071 2.840
H 2.009 3.034 4.220
H 1.176 0.845 3.388
H -3.994 -1.156 -2.035
H -4.055 -3.569 -1.436
H -2.392 -4.460 0.195
H -0.681 -2.914 1.122
C 5.613 -5.541 3.412
C 5.138 -4.416 2.532
C 4.890 -3.166 3.089
C 4.474 -2.113 2.291
C 4.333 -2.288 0.927
C 4.560 -3.539 0.363
N 4.456 -3.726 -1.021
C 3.755 -2.973 -1.945
C 4.275 -2.887 -3.244
C 3.621 -2.199 -4.245
C 2.420 -1.550 -3.981
C 1.893 -1.635 -2.708
C 2.527 -2.347 -1.689
C 1.773 -2.544 -0.416
O 1.668 -3.596 0.157
O 1.091 -1.462 -0.020
C 4.943 -4.620 1.162
C 5.126 -5.984 0.552
H 5.858 -5.172 4.407
H 6.500 -6.022 2.999
H 4.848 -6.313 3.522
H 5.036 -3.019 4.152
H 4.280 -1.148 2.743
H 4.062 -1.463 0.281
H 5.082 -4.408 -1.415
H 5.212 -3.386 -3.458
H 4.047 -2.172 -5.239
H 1.897 -1.015 -4.761
H 0.935 -1.174 -2.495
H 4.459 -6.123 -0.299
H 4.900 -6.767 1.272
H 6.154 -6.148 0.214
Cl 8.523 -4.141 -0.521
C 7.947 -2.516 -0.352
C 7.466 -1.840 -1.458
C 7.039 -0.531 -1.304
C 7.081 0.118 -0.075
C 6.681 1.573 -0.003
C 5.402 1.773 0.826
N 4.163 1.504 0.089
C 3.856 1.792 -1.219
C 2.547 1.469 -1.386
N 2.049 0.983 -0.199
C 3.059 1.004 0.654
O 7.719 2.336 0.591
C 8.093 3.548 -0.069
C 6.972 4.540 -0.193
C 6.261 4.803 -1.328
Cl 6.544 4.167 -2.902
S 5.026 5.970 -1.097
C 5.446 6.131 0.557
C 6.489 5.330 0.895
C 7.555 -0.604 1.020
Cl 7.610 0.092 2.612
C 7.983 -1.913 0.894
H 7.440 -2.326 -2.422
H 6.677 0.009 -2.171
H 6.517 1.910 -1.029
H 5.382 2.796 1.202
H 5.417 1.096 1.677
H 4.558 2.218 -1.908
H 1.941 1.557 -2.270
H 3.032 0.681 1.682
H 8.524 3.335 -1.052
H 8.876 3.959 0.566
H 4.925 6.844 1.175
H 6.924 5.295 1.884
H 8.345 -2.451 1.758
*
```

Here are the Mulliken charges for atoms 1 to 8, given in e: 0.26, -0.69, 0.42, -0.69, -0.28, -0.82, 0.94, 0.08

---

Calculated total energy, -127489.417; -136691.481; -400582.994; -169293.338 eV (same order as the records).